{
  "formula": "C4H6OPm",
  "method": "the ωB97M-V functional and the def2-TZVPD basis",
  "homo_lumo_gap_ev": [6.7223, 6.8932],
  "total_charge": 2,
  "de_lowest_kcal_mol": 0.0,
  "fmax_ev_per_a": 5.5,
  "multiplicity": 6,
  "elements": ["C", "C", "C", "C", "O", "Pm", "H", "H", "H", "H", "H", "H"],
  "coordinates": [[1.694274, -0.426195, -0.527536], [1.056548, 0.813069, -0.042136], [-0.269309, 0.924973, 0.293102], [-1.115848, -0.245366, 0.298648], [-2.194742, -0.279843, 0.904876], [-4.574386, -1.573381, 1.087526], [2.467429, -0.744983, 0.187119], [2.167503, -0.244154, -1.503295], [1.578906, 1.742418, -0.285178], [-0.584253, 1.742110, 0.945359], [-1.104665, -0.454873, -0.832755], [0.878543, -1.253775, -0.525729]],
  "forces_ev_per_angstrom": [[-1.3, -1.1, 0.4], [-1.2, 0.8, -1.9], [2.0, -0.9, 3.1], [-0.6, 3.5, -4.2], [-2.0, -1.9, 1.2], [1.4, 0.8, 0.0], [-0.1, 0.0, -0.2], [-0.1, -0.3, 0.3], [0.2, -0.1, 0.8], [-0.1, 0.2, -0.5], [0.1, -2.0, 1.3], [1.7, 1.1, -0.3]]
}